Entry 1:
This record from the Open Molecules 2025 dataset describes the ion C4H7N2O with charge -1 at a distorted geometry. The level of theory is wB97M-V/def2-TZVPD.

Positions of all 14 atoms, in Å:
C1 -1.166 -0.498 0.432
C2 -0.364 0.647 -0.214
C3 1.131 0.325 -0.249
C4 -2.650 0.125 0.644
N1 -1.216 -1.589 -0.362
N2 -3.661 0.183 0.057
O1 -4.808 0.344 -0.358
H1 -0.811 -0.619 1.495
H2 -0.535 1.583 0.328
H3 -0.729 0.764 -1.236
H4 1.534 0.274 0.763
H5 1.683 1.083 -0.806
H6 -1.498 -2.413 0.174
H7 1.266 -0.642 -0.725

The spin multiplicity is 3. The total charge is -1. Its strongest force on any atom is 4.22 eV/Å. For the molecular weight, the calculation gives 99.113 Da. The total energy is -341.16523 a.u. Its HOMO energy (alpha / beta) is 0.012 / -0.150 Eh. Its expectation value of S² is 2.01.

Löwdin atomic charge list, values in e, 8 entries: -0.546, -0.286, -0.141, -0.230, 0.120, -0.225, -0.165, 0.101

Entry 2:
This record from the Open Molecules 2025 dataset describes a cluster of 7 separate species, C24H35F3O24S in total at a distorted geometry. The level of theory is wB97M-V/def2-TZVPD.

Positions of all 87 atoms, in Å:
C1 -1.359 -1.956 -0.682
C2 -1.678 -1.570 0.799
O1 -1.032 -0.329 1.037
C3 -3.191 -1.579 0.930
O2 -3.816 -0.956 2.061
O3 -2.940 -0.737 3.116
S1 -2.959 -1.980 4.225
O4 -2.767 -3.211 3.517
O5 -1.525 -1.533 4.945
C4 -0.546 -1.155 3.958
C5 0.884 -1.131 4.538
O6 1.429 0.159 4.648
C6 1.775 -1.905 3.554
F1 3.044 -1.669 3.827
F2 1.571 -3.192 3.627
F3 1.597 -1.506 2.296
H1 -2.037 -1.391 -1.318
H2 -0.378 -1.537 -0.879
H3 -1.404 -3.029 -0.857
H4 -1.255 -2.389 1.390
H5 -0.232 -0.566 1.520
H6 -3.617 -1.159 0.020
H7 -3.495 -2.632 0.931
H8 -0.566 -1.929 3.190
H9 -0.740 -0.167 3.538
H10 0.883 -1.592 5.525
H11 0.992 0.791 4.063
C7 2.307 -2.537 -3.325
C8 3.015 -1.375 -3.980
O7 1.916 -0.522 -4.344
C9 0.879 -0.805 -3.519
O8 -0.119 -0.159 -3.451
O9 1.126 -1.923 -2.795
H12 2.889 -2.990 -2.535
H13 2.015 -3.311 -4.041
H14 3.666 -0.835 -3.309
H15 3.583 -1.673 -4.859
C10 -1.019 2.858 0.407
C11 -0.192 3.080 -0.831
O10 0.759 4.064 -0.395
C12 0.866 3.966 0.953
O11 1.695 4.520 1.606
O12 -0.089 3.149 1.461
H16 -1.387 1.841 0.484
H17 -1.862 3.549 0.477
H18 0.346 2.182 -1.142
H19 -0.778 3.447 -1.670
C13 -4.528 1.128 -4.473
C14 -4.978 -0.244 -4.042
O13 -4.136 -0.502 -2.915
C15 -3.732 0.692 -2.417
O14 -3.141 0.819 -1.391
O15 -4.069 1.707 -3.239
H20 -5.334 1.717 -4.905
H21 -3.692 1.093 -5.173
H22 -6.021 -0.264 -3.718
H23 -4.832 -0.997 -4.814
C16 4.533 0.211 0.935
C17 5.881 0.486 0.314
O16 6.035 -0.617 -0.588
C18 4.803 -1.078 -0.889
O17 4.567 -1.879 -1.743
O18 3.860 -0.511 -0.103
H24 3.991 1.119 1.191
H25 4.598 -0.425 1.820
H26 5.897 1.414 -0.259
H27 6.687 0.506 1.043
C19 -0.639 -1.807 -6.559
C20 0.096 -0.591 -7.069
O19 -0.972 0.241 -7.535
C21 -2.094 -0.122 -6.876
O20 -3.120 0.484 -6.897
O21 -1.902 -1.262 -6.172
H28 -0.145 -2.277 -5.711
H29 -0.802 -2.556 -7.336
H30 0.634 -0.064 -6.278
H31 0.788 -0.821 -7.875
C22 -0.051 2.376 6.826
C23 1.356 2.234 7.345
O22 1.540 3.432 8.098
C24 0.310 3.880 8.467
O23 0.116 4.759 9.239
O24 -0.670 3.180 7.831
H32 -0.558 1.419 6.724
H33 -0.093 2.906 5.871
H34 1.470 1.377 8.013
H35 2.092 2.161 6.548

Its strongest force on any atom is 1.85 eV/Å. For the molecular weight, the calculation gives 796.581 Da. The total energy is -3438.99792 a.u. Its HOMO energy is -0.371 Eh.

Löwdin atomic charge list, values in e, 8 entries: -0.008, -0.384, -0.032, -0.130, -0.104, -0.334, 1.012, -0.366

Entry 3:
This record from the Open Molecules 2025 dataset describes a structure of composition C12H19N2O3Ru at a distorted geometry. The level of theory is wB97M-V/def2-TZVPD.

Positions of all 37 atoms, in Å:
Ru1 0.000 0.000 0.000
C1 -0.170 -1.143 2.818
O1 -0.594 -0.158 1.889
C2 -0.128 1.147 2.239
C3 -0.533 2.194 1.191
O2 -0.158 1.919 -0.158
C4 1.192 2.194 -0.530
C5 2.239 1.146 -0.126
O3 1.889 -0.158 -0.594
C6 2.817 -1.144 -0.170
H1 -0.557 -0.920 3.817
H2 -0.565 -2.111 2.498
H3 0.922 -1.202 2.842
H4 -0.571 1.430 3.202
H5 0.954 1.125 2.374
H6 -1.627 2.245 1.181
H7 -0.169 3.186 1.482
H8 1.183 2.247 -1.625
H9 1.483 3.185 -0.165
H10 3.202 1.429 -0.567
H11 2.372 1.122 0.956
H12 3.816 -0.920 -0.556
H13 2.840 -1.205 0.922
H14 2.498 -2.111 -0.567
N1 -5.362 3.456 0.820
C7 -4.830 2.453 0.582
C8 -4.178 1.217 0.289
C9 -4.905 0.059 0.014
C10 -4.226 -1.125 -0.267
C11 -2.840 -1.105 -0.262
N2 -2.108 0.000 0.000
C12 -2.793 1.137 0.270
H15 -5.993 0.070 0.017
H16 -4.764 -2.042 -0.484
H17 -2.265 -2.003 -0.475
H18 -2.170 2.004 0.476
H19 0.000 -1.828 0.000

The spin multiplicity is 5. The total charge is +3. Its strongest force on any atom is 9.61 eV/Å. For the molecular weight, the calculation gives 340.365 Da. The total energy is -897.26073 a.u. Its HOMO energy (alpha / beta) is -0.735 / -0.765 Eh. Its expectation value of S² is 6.06.

Löwdin atomic charge list, values in e, 8 entries: 1.494, -0.021, -0.396, -0.135, -0.134, -0.274, -0.101, -0.160

Entry 4:
This record from the Open Molecules 2025 dataset describes the molecule C3H4N4O at a distorted geometry. The level of theory is wB97M-V/def2-TZVPD.

Positions of all 12 atoms, in Å:
N1 1.939 -1.399 -0.676
N2 0.709 -1.532 -0.078
C1 0.108 -0.436 -0.022
C2 -1.186 -0.423 0.663
N3 -1.950 0.626 0.805
C3 -1.431 1.717 0.055
N4 -0.290 1.834 -0.546
O1 0.572 0.710 -0.552
H1 2.576 -2.005 -0.229
H2 2.309 -0.445 -0.690
H3 -1.410 -1.309 1.237
H4 -1.945 2.662 0.032

The structure (SMILES) is N/N=c1/cncno1. Its strongest force on any atom is 3.04 eV/Å. For the molecular weight, the calculation gives 112.092 Da. The total energy is -410.86504 a.u. Its HOMO energy is -0.324 Eh.

Löwdin atomic charge list, values in e, 8 entries: 0.031, 0.040, -0.409, -0.036, 0.095, -0.178, 0.099, -0.024

Entry 5:
This record from the Open Molecules 2025 dataset describes a cluster of 5 separate species, C27H66NO18P4S in total at a distorted geometry. The level of theory is wB97M-V/def2-TZVPD.

Positions of all 117 atoms, in Å:
C1 8.897 -0.368 2.596
N1 8.203 0.151 1.413
S1 8.358 1.829 1.216
C2 6.812 -0.316 1.305
C3 5.823 0.302 2.307
O1 6.255 0.905 3.304
O2 4.611 0.110 2.040
H1 9.886 -0.737 2.294
H2 9.052 0.396 3.357
H3 8.371 -1.228 3.008
H4 7.973 2.268 2.436
H5 6.819 -1.393 1.498
H6 6.460 -0.179 0.282
O3 2.483 3.320 -2.198
P1 3.923 3.494 -2.456
O4 4.263 2.716 -3.852
C4 3.330 2.676 -4.923
C5 3.563 3.786 -5.933
O5 4.670 2.578 -1.382
C6 3.956 1.969 -0.286
C7 3.501 0.575 -0.646
O6 5.162 4.514 -2.458
C8 5.246 5.596 -3.384
C9 4.043 6.519 -3.337
H7 2.304 2.711 -4.553
H8 3.467 1.711 -5.414
H9 3.389 4.766 -5.483
H10 2.887 3.679 -6.782
H11 4.590 3.765 -6.301
H12 3.120 2.596 0.022
H13 4.640 1.921 0.556
H14 3.018 0.546 -1.628
H15 2.806 0.195 0.100
H16 4.352 -0.103 -0.695
H17 5.420 5.208 -4.391
H18 6.141 6.155 -3.112
H19 3.105 5.967 -3.447
H20 4.103 7.260 -4.135
H21 4.002 7.044 -2.382
O7 -2.776 -2.647 -0.057
P2 -1.692 -3.059 -0.963
O8 -1.501 -1.909 -2.086
C10 -1.652 -0.524 -1.762
C11 -0.320 0.097 -1.406
O9 -2.338 -4.259 -1.842
C12 -3.607 -4.812 -1.510
C13 -4.725 -4.125 -2.270
O10 -0.260 -3.747 -1.066
C14 0.932 -3.083 -0.600
C15 0.857 -2.658 0.852
H22 -2.372 -0.378 -0.955
H23 -2.061 -0.038 -2.649
H24 0.083 -0.355 -0.498
H25 -0.413 1.170 -1.236
H26 0.406 -0.064 -2.204
H27 -3.780 -4.768 -0.435
H28 -3.570 -5.868 -1.784
H29 -4.641 -3.039 -2.219
H30 -5.699 -4.418 -1.874
H31 -4.689 -4.394 -3.327
H32 1.162 -2.243 -1.257
H33 1.741 -3.801 -0.725
H34 -0.039 -2.061 1.051
H35 1.732 -2.064 1.119
H36 0.820 -3.531 1.505
O11 -8.640 -6.926 -0.979
P3 -9.709 -7.117 0.013
O12 -10.984 -6.221 -0.444
C16 -11.316 -6.043 -1.819
C17 -12.342 -7.053 -2.296
O13 -9.211 -6.318 1.320
C18 -7.883 -5.793 1.407
C19 -7.825 -4.355 0.937
O14 -10.475 -8.167 0.943
C20 -11.344 -9.164 0.395
C21 -10.668 -10.045 -0.637
H37 -10.425 -6.081 -2.447
H38 -11.733 -5.039 -1.907
H39 -11.937 -8.067 -2.263
H40 -12.637 -6.842 -3.324
H41 -13.233 -7.029 -1.667
H42 -7.184 -6.417 0.852
H43 -7.594 -5.851 2.458
H44 -8.336 -4.220 -0.017
H45 -6.790 -4.029 0.827
H46 -8.319 -3.698 1.653
H47 -12.244 -8.688 -0.003
H48 -11.667 -9.775 1.237
H49 -10.189 -9.453 -1.422
H50 -11.397 -10.709 -1.102
H51 -9.895 -10.655 -0.170
O15 2.854 6.518 2.258
P4 3.880 6.595 3.311
O16 3.716 5.344 4.303
C22 3.341 4.040 3.810
C23 4.554 3.185 3.520
O17 3.385 7.827 4.253
C24 2.301 8.658 3.861
C25 0.988 8.154 4.428
O18 5.400 6.969 3.624
C26 6.470 6.108 3.197
C27 6.463 5.836 1.707
H52 2.707 4.122 2.926
H53 2.742 3.574 4.594
H54 5.141 3.620 2.706
H55 4.271 2.177 3.222
H56 5.200 3.110 4.393
H57 2.251 8.746 2.776
H58 2.514 9.656 4.253
H59 0.871 7.084 4.259
H60 0.143 8.676 3.974
H61 0.952 8.314 5.507
H62 6.450 5.184 3.776
H63 7.393 6.622 3.468
H64 5.491 5.465 1.368
H65 7.218 5.093 1.454
H66 6.677 6.751 1.150

The total charge is -1. Its strongest force on any atom is 5.56 eV/Å. For the molecular weight, the calculation gives 848.777 Da. The total energy is -4241.41335 a.u. Its HOMO energy is -0.180 Eh.

Löwdin atomic charge list, values in e, 8 entries: -0.178, -0.579, 0.726, -0.203, -0.740, -0.074, -0.078, 0.065

Entry 6:
This record from the Open Molecules 2025 dataset describes a cluster of 4 separate species, C28H80BN10O7P4 in total at a distorted geometry. The level of theory is wB97M-V/def2-TZVPD.

Positions of all 130 atoms, in Å:
C1 -6.081 4.681 -8.446
C2 -6.438 3.555 -7.467
C3 -5.544 3.594 -6.193
N1 -4.739 2.392 -6.118
P1 -3.177 2.477 -5.185
C4 -1.506 2.424 -4.196
C5 -4.173 2.222 -3.528
C6 -4.370 3.483 -2.674
C7 -3.416 3.582 -1.468
C8 -2.296 4.580 -1.738
O1 -2.727 5.934 -1.357
C9 -2.179 6.838 -2.212
C10 -0.664 6.891 -2.255
O2 -2.857 7.591 -2.884
B1 -2.124 2.839 -6.857
O3 -0.730 2.601 -6.983
O4 -2.709 3.403 -8.019
H1 -5.001 4.772 -8.557
H2 -6.486 4.510 -9.443
H3 -6.439 5.625 -8.035
H4 -6.397 2.588 -7.963
H5 -7.479 3.735 -7.189
H6 -6.240 3.580 -5.348
H7 -4.968 4.524 -6.266
H8 -4.642 1.934 -7.012
H9 -3.053 1.006 -5.372
H10 -3.240 3.950 -5.005
H11 -0.942 1.554 -4.544
H12 -1.633 2.259 -3.124
H13 -0.861 3.303 -4.340
H14 -5.166 1.887 -3.831
H15 -3.748 1.402 -2.946
H16 -5.376 3.428 -2.247
H17 -4.340 4.418 -3.237
H18 -2.915 2.636 -1.271
H19 -3.928 3.920 -0.566
H20 -1.377 4.335 -1.205
H21 -2.142 4.590 -2.816
H22 -0.283 6.164 -2.971
H23 -0.347 7.874 -2.583
H24 -0.230 6.656 -1.285
H25 -0.302 3.446 -6.810
H26 -2.676 4.361 -7.991
O5 -0.775 0.333 -0.979
P2 0.650 -0.146 -1.081
N2 0.281 -1.792 -1.435
C11 0.581 -2.992 -0.704
C12 -0.528 -2.030 -2.624
N3 1.108 0.194 0.555
C13 1.389 -0.822 1.544
C14 0.395 1.305 1.178
N4 2.283 -0.355 -1.526
C15 2.813 -1.400 -2.382
C16 3.315 0.560 -1.047
H27 0.993 -3.763 -1.375
H28 -0.311 -3.407 -0.217
H29 1.350 -2.860 0.054
H30 0.047 -1.860 -3.545
H31 -1.397 -1.371 -2.657
H32 -0.901 -3.054 -2.655
H33 0.517 -1.458 1.751
H34 1.690 -0.359 2.487
H35 2.240 -1.443 1.248
H36 -0.587 0.994 1.554
H37 0.244 2.120 0.474
H38 0.974 1.704 2.016
H39 3.166 -2.244 -1.780
H40 3.660 -1.034 -2.967
H41 2.087 -1.755 -3.107
H42 3.854 0.118 -0.203
H43 2.893 1.506 -0.723
H44 4.038 0.793 -1.834
O6 1.944 1.101 5.432
P3 2.093 2.555 5.811
N5 3.786 2.534 6.133
C17 4.510 2.803 7.349
C18 4.647 2.111 5.039
N6 1.055 2.514 7.196
C19 1.522 2.670 8.554
C20 -0.007 1.511 7.150
N7 2.038 4.256 5.793
C21 3.160 5.150 5.573
C22 0.781 4.970 6.008
H45 5.355 3.480 7.158
H46 4.908 1.884 7.796
H47 3.916 3.315 8.100
H48 4.709 2.877 4.252
H49 4.281 1.192 4.574
H50 5.662 1.912 5.382
H51 2.219 1.875 8.852
H52 0.678 2.646 9.247
H53 1.987 3.648 8.706
H54 0.356 0.517 7.439
H55 -0.432 1.435 6.152
H56 -0.816 1.795 7.828
H57 3.594 5.458 6.529
H58 2.843 6.053 5.047
H59 3.935 4.707 4.954
H60 0.720 5.329 7.039
H61 -0.079 4.336 5.817
H62 0.690 5.829 5.339
O7 3.413 -8.495 2.120
P4 2.333 -8.199 1.111
N8 1.734 -6.725 1.749
C23 0.416 -6.380 2.228
C24 2.699 -5.648 1.915
N9 1.374 -9.614 1.400
C25 0.040 -9.576 1.959
C26 2.099 -10.766 1.929
N10 1.579 -7.986 -0.398
C27 1.123 -6.722 -0.948
C28 1.329 -9.117 -1.288
H63 0.091 -5.418 1.809
H64 0.391 -6.300 3.321
H65 -0.352 -7.084 1.921
H66 2.997 -5.218 0.947
H67 3.608 -5.998 2.411
H68 2.296 -4.839 2.522
H69 0.021 -9.159 2.974
H70 -0.375 -10.585 2.009
H71 -0.646 -9.020 1.315
H72 2.250 -10.694 3.013
H73 3.075 -10.862 1.461
H74 1.543 -11.683 1.717
H75 0.066 -6.561 -0.717
H76 1.227 -6.701 -2.035
H77 1.702 -5.876 -0.588
H78 0.287 -9.439 -1.209
H79 1.966 -9.963 -1.051
H80 1.530 -8.855 -2.330

The total charge is -1. Its strongest force on any atom is 6.13 eV/Å. For the molecular weight, the calculation gives 803.719 Da. The total energy is -3579.18223 a.u. Its HOMO energy is -0.104 Eh.

Löwdin atomic charge list, values in e, 8 entries: -0.129, -0.248, -0.317, -0.251, 0.491, -0.284, -0.313, -0.260